(1)
Below is 3 unconnected molecules or ions with the total composition C22H42FN2O2, with properties calculated with ωB97M-V/def2-TZVPD.

Positions of all 69 atoms, in Å:
1 C 2.950 -4.139 0.552
2 C 2.728 -3.807 -0.932
3 C 1.520 -4.506 -1.476
4 C 0.221 -3.992 -1.270
5 C -0.843 -4.666 -1.791
6 C -0.610 -5.846 -2.509
7 C -1.754 -6.630 -3.086
8 C -2.201 -7.706 -2.080
9 O -1.504 -8.629 -1.790
10 O -3.462 -7.522 -1.614
11 N 0.649 -6.263 -2.630
12 C 1.018 -7.487 -3.371
13 C 1.135 -7.228 -4.862
14 F 2.215 -6.390 -5.075
15 N 1.707 -5.628 -2.132
16 H 3.973 -3.880 0.831
17 H 2.819 -5.203 0.752
18 H 2.288 -3.562 1.199
19 H 3.598 -4.076 -1.530
20 H 2.562 -2.731 -1.045
21 H 0.099 -3.075 -0.707
22 H -1.860 -4.316 -1.669
23 H -1.506 -7.106 -4.033
24 H -2.581 -5.946 -3.270
25 H -3.478 -7.396 -0.655
26 H 0.334 -8.295 -3.122
27 H 2.007 -7.764 -3.007
28 H 1.319 -8.169 -5.381
29 H 0.264 -6.721 -5.282
30 C -1.554 3.117 -1.092
31 C -1.033 2.623 0.255
32 C 0.483 2.446 0.296
33 C 1.037 1.416 -0.690
34 C 0.451 0.013 -0.539
35 C 0.730 -0.618 0.823
36 H -1.350 2.408 -1.896
37 H -2.633 3.268 -1.056
38 H -1.093 4.070 -1.359
39 H -1.534 1.687 0.520
40 H -1.312 3.343 1.029
41 H 0.784 2.181 1.313
42 H 0.958 3.409 0.087
43 H 2.123 1.362 -0.566
44 H 0.870 1.759 -1.714
45 H 0.876 -0.621 -1.327
46 H -0.628 0.037 -0.718
47 H 1.804 -0.680 1.013
48 H 0.319 -1.630 0.880
49 H 0.279 -0.050 1.637
50 C -0.076 7.983 5.331
51 C -1.278 7.394 4.600
52 C -0.980 6.063 3.911
53 C 0.095 6.130 2.824
54 C -0.192 7.120 1.696
55 C -1.460 6.794 0.915
56 H 0.744 8.207 4.647
57 H -0.343 8.912 5.835
58 H 0.297 7.289 6.087
59 H -1.654 8.117 3.871
60 H -2.089 7.238 5.315
61 H -1.907 5.668 3.485
62 H -0.663 5.337 4.667
63 H 0.215 5.129 2.393
64 H 1.059 6.377 3.277
65 H 0.660 7.118 1.011
66 H -0.256 8.137 2.093
67 H -1.403 5.791 0.485
68 H -1.606 7.498 0.095
69 H -2.349 6.838 1.546

## Properties
HOMO energy, eV: -12.14
Net charge: +1

=====

(2)
Below is 16 unconnected molecules or ions with the total composition C38H55Cl45N2O4P3Si in a non-equilibrium geometry, with properties calculated with ωB97M-V/def2-TZVPD.

Positions of all 148 atoms, in Å:
1 C 1.796 -2.537 3.488
2 P 1.773 -1.674 1.880
3 C 3.428 -1.527 1.117
4 N 0.559 -2.401 0.748
5 C 0.748 -3.575 0.088
6 P 2.267 -4.621 0.236
7 N 2.764 -4.808 1.678
8 O 3.328 -4.027 -0.822
9 O 1.831 -6.046 -0.333
10 C -0.246 -4.045 -0.749
11 C -1.396 -3.311 -0.941
12 C -1.586 -2.085 -0.304
13 C -2.883 -1.368 -0.669
14 C -3.768 -0.820 0.472
15 C -4.266 0.624 0.230
16 C -3.177 1.641 -0.110
17 C -3.750 2.897 -0.825
18 C -2.760 4.052 -0.646
19 C -1.396 3.694 -1.282
20 C -0.637 4.924 -1.818
21 Si 1.195 4.545 -2.130
22 C 1.962 5.693 -3.406
23 C 2.131 4.781 -0.504
24 C 1.403 2.753 -2.739
25 C 1.313 1.745 -1.770
26 C 1.403 0.395 -2.053
27 C 1.606 0.019 -3.382
28 C 1.728 0.995 -4.353
29 C 1.637 2.362 -4.059
30 C -0.586 -1.654 0.569
31 P -0.818 -0.020 1.510
32 O -0.784 -0.509 3.073
33 O 0.392 1.050 1.183
34 H 1.278 -1.932 4.229
35 H 1.426 -3.561 3.439
36 H 2.849 -2.612 3.787
37 H 4.056 -2.415 1.140
38 H 3.289 -1.245 0.065
39 H 3.900 -0.667 1.590
40 H 3.725 -4.489 1.751
41 H 3.042 -3.168 -1.164
42 H 1.925 -6.040 -1.302
43 H -0.095 -4.996 -1.245
44 H -2.151 -3.714 -1.608
45 H -3.483 -2.101 -1.212
46 H -2.619 -0.600 -1.404
47 H -3.321 -0.933 1.458
48 H -4.672 -1.439 0.511
49 H -4.709 0.947 1.181
50 H -5.073 0.677 -0.507
51 H -2.405 1.251 -0.782
52 H -2.649 2.005 0.775
53 H -3.812 2.671 -1.896
54 H -4.748 3.097 -0.426
55 H -3.133 4.952 -1.144
56 H -2.635 4.231 0.427
57 H -0.773 3.215 -0.518
58 H -1.551 2.982 -2.100
59 H -1.060 5.272 -2.765
60 H -0.682 5.695 -1.040
61 H 3.006 5.422 -3.546
62 H 1.423 5.561 -4.347
63 H 1.913 6.725 -3.055
64 H 1.794 4.062 0.254
65 H 1.947 5.776 -0.089
66 H 3.205 4.623 -0.642
67 H 1.164 2.031 -0.735
68 H 1.297 -0.331 -1.250
69 H 1.669 -1.040 -3.615
70 H 1.927 0.664 -5.360
71 H 1.746 3.117 -4.827
72 H -1.033 0.204 3.677
73 H 0.967 1.074 1.966
74 C 5.937 -7.590 1.189
75 Cl 6.815 -7.366 2.701
76 Cl 4.449 -8.497 1.456
77 Cl 5.585 -6.029 0.437
78 H 6.564 -8.156 0.512
79 C 6.290 -0.585 3.685
80 Cl 7.099 -0.331 2.135
81 Cl 4.842 0.421 3.792
82 Cl 5.889 -2.289 3.903
83 H 6.968 -0.289 4.476
84 C 8.411 3.079 2.555
85 Cl 8.684 2.800 4.280
86 Cl 7.029 4.149 2.309
87 Cl 9.857 3.738 1.795
88 H 8.186 2.128 2.090
89 C -4.176 -0.163 4.515
90 Cl -3.334 -1.610 3.958
91 Cl -3.389 1.308 3.907
92 Cl -5.862 -0.202 4.017
93 H -4.138 -0.142 5.596
94 C 2.125 10.017 -3.468
95 Cl 0.535 10.547 -3.999
96 Cl 2.009 9.111 -1.954
97 Cl 2.913 9.048 -4.719
98 H 2.732 10.894 -3.290
99 C -4.588 -5.514 4.349
100 Cl -4.173 -5.757 6.043
101 Cl -5.981 -4.442 4.200
102 Cl -3.214 -4.856 3.452
103 H -4.842 -6.474 3.917
104 C -7.222 -3.608 0.640
105 Cl -7.218 -2.256 -0.497
106 Cl -8.768 -4.455 0.601
107 Cl -5.886 -4.714 0.298
108 H -7.078 -3.211 1.637
109 C -2.350 -7.394 -1.229
110 Cl -1.639 -7.281 -2.846
111 Cl -3.697 -6.264 -1.074
112 Cl -2.865 -9.038 -0.887
113 H -1.591 -7.119 -0.506
114 C 5.321 -1.042 8.052
115 Cl 6.491 0.109 7.394
116 Cl 4.213 -1.586 6.789
117 Cl 6.142 -2.411 8.792
118 H 4.744 -0.537 8.816
119 C -0.999 1.252 -7.450
120 Cl -0.166 1.707 -5.951
121 Cl -2.547 0.480 -7.086
122 Cl -1.214 2.667 -8.478
123 H -0.385 0.541 -7.988
124 C -7.739 -8.301 3.988
125 Cl -7.464 -7.120 2.702
126 Cl -6.718 -9.720 3.755
127 Cl -7.446 -7.580 5.571
128 H -8.773 -8.615 3.944
129 C 1.777 -8.645 -3.802
130 Cl 2.033 -9.509 -2.290
131 Cl 2.025 -6.901 -3.566
132 Cl 2.842 -9.247 -5.063
133 H 0.752 -8.798 -4.115
134 C -8.792 2.339 4.620
135 Cl -8.753 1.487 6.164
136 Cl -7.199 2.985 4.223
137 Cl -9.367 1.273 3.335
138 H -9.482 3.168 4.707
139 C 2.760 14.243 -2.652
140 Cl 2.894 15.304 -4.051
141 Cl 1.182 13.447 -2.620
142 Cl 4.072 13.056 -2.644
143 H 2.852 14.846 -1.759
144 C 2.792 5.587 -7.258
145 Cl 1.051 5.278 -7.150
146 Cl 3.685 4.759 -5.973
147 Cl 3.412 5.120 -8.840
148 H 2.942 6.652 -7.135

## Properties
HOMO energy, eV: -10.74
Energy relative to the best compared isomer or geometry (same formula, charge and spin), kcal/mol: 0.0
Net charge: +1

=====

(3)
Below is 2 unconnected molecules or ions with the total composition C5H14 in a non-equilibrium geometry, with properties calculated with ωB97M-V/def2-TZVPD.

Positions of all 19 atoms, in Å:
1 C -0.123 2.839 1.594
2 C 0.498 1.645 0.883
3 C -0.288 1.226 -0.335
4 H -0.038 2.791 2.686
5 H -1.236 2.801 1.556
6 H 0.237 3.814 1.269
7 H 1.528 1.900 0.565
8 H 0.706 0.837 1.592
9 H -1.190 0.662 -0.042
10 H -0.574 2.132 -0.875
11 H 0.215 0.621 -1.089
12 C 0.084 -3.255 -0.430
13 C -0.110 -2.283 -1.606
14 H -0.903 -3.269 0.071
15 H 0.450 -4.266 -0.516
16 H 0.804 -2.830 0.293
17 H -0.193 -2.757 -2.574
18 H 0.607 -1.524 -1.909
19 H -1.062 -1.802 -1.407

## Properties
SMILES string: CCC.CC
HOMO energy, eV: -11.27
Energy relative to the best compared isomer or geometry (same formula, charge and spin), kcal/mol: 16.6

=====

no.,LUMO (eV),calculated total energy (Eh),gap between HOMO and LUMO (Eh)
1,-4.69,-1223.077485,0.2735
2,-3.89,-23913.408662,0.2517
3,1.14,-198.862633,0.4559